# 1
The following is a quantum chemistry calculation of a structure of composition C11H19BClKMgN2O11PSi in a non-equilibrium geometry, from the Open Molecules 2025 dataset.

XYZ file:
```
49
Properties=species:S:1:pos:R:3:forces:R:3:mulliken_charge:R:1
C -1.110190 3.073863 -1.251366 0.40 -0.13 0.06 -0.654
C -1.653896 1.912909 -2.043462 -0.02 0.13 0.00 -0.299
O -0.581196 1.229120 -2.726540 0.07 0.82 0.01 -0.284
B -0.581512 -0.078188 -2.956130 0.55 -0.30 -0.09 0.537
O -1.564539 -0.946026 -2.604082 -0.36 -0.76 -0.43 -0.525
Si 1.062511 -0.829143 -3.897768 -0.24 0.27 0.66 0.569
O 2.386976 0.222082 -3.804007 0.15 0.07 -0.25 -0.263
N 3.461167 -0.233849 -2.931412 -0.17 -0.46 0.15 0.330
O 4.242218 0.586521 -2.758877 0.15 0.38 -0.09 -0.292
P 1.360978 -2.947193 -3.097431 -0.80 -0.42 -0.70 0.171
O 2.928077 -3.323748 -3.383768 0.29 -0.14 0.04 -0.458
Cl 1.415853 -2.434323 -1.154904 0.17 0.26 0.66 -0.060
H -0.219679 3.461689 -1.728216 0.11 0.26 -0.30 0.369
H -0.862283 2.762795 -0.241838 0.10 0.06 -0.40 -0.274
H -1.855184 3.853471 -1.163080 -0.15 0.22 -0.03 0.363
H -2.166831 1.219682 -1.387771 -0.14 -0.20 0.14 0.347
H -2.350301 2.260263 -2.799054 -0.13 0.00 -0.24 0.303
H -2.462379 -0.701344 -2.838689 -0.21 0.17 0.40 0.295
H 0.754375 -0.906969 -5.357801 0.33 -0.09 0.25 -0.438
H 3.204371 -3.005941 -4.242743 0.38 0.08 -0.17 0.291
C -1.389946 2.620733 2.386456 -0.03 0.04 0.23 0.073
O -1.785889 2.209903 1.311584 -0.37 -0.31 0.53 -0.534
N -0.121453 2.472336 2.814858 -0.04 0.03 -0.03 0.235
C 0.323288 2.954806 4.097217 -0.49 -0.11 -0.49 -0.729
C 0.814017 1.785791 1.929310 -0.05 0.00 0.11 -0.838
H -2.039246 3.151030 3.102708 0.01 -0.02 -0.05 0.275
H 1.137137 3.692996 3.972826 -0.97 -0.14 -0.38 0.005
H 0.697466 2.128139 4.714107 0.01 0.09 0.01 0.523
H -0.496908 3.440296 4.625973 0.01 0.03 0.03 0.300
H 0.904196 2.321143 0.985811 0.07 -0.01 0.00 0.300
H 0.456088 0.779835 1.724343 0.07 -0.05 -0.12 0.248
H 1.790875 1.725218 2.402463 0.01 0.04 0.06 0.291
O -0.769410 -1.107813 -7.019715 -2.12 -0.60 0.11 -0.715
H -1.108057 -1.778014 -7.623939 -0.58 -0.20 0.13 0.339
H -0.988169 -0.269968 -7.435390 -1.03 0.22 0.14 0.391
C -0.054752 -4.030568 4.132313 0.11 0.13 -0.26 -0.318
C 0.672533 -3.466511 2.995597 -0.42 0.04 0.31 0.262
C 0.124724 -2.171334 2.443279 0.00 -0.02 0.14 0.577
O 0.691637 -1.575887 1.551113 0.07 0.03 -0.03 -0.503
C -1.106292 -1.686943 3.014811 -0.20 -0.16 0.23 -0.203
C -1.843805 -2.252239 4.143932 0.46 -0.05 -0.34 0.241
C -1.234847 -3.487911 4.777558 0.04 0.16 -0.13 0.389
O -1.711764 -4.007729 5.757398 -0.08 -0.05 0.10 -0.482
O -2.864041 -1.771165 4.561893 -0.34 0.24 0.08 -0.498
O 1.652348 -3.984741 2.525188 0.30 -0.25 -0.07 -0.499
H 0.317199 -4.952414 4.570634 0.12 0.01 -0.10 0.475
H -1.508199 -0.792866 2.541937 -0.11 -0.03 0.12 0.529
Mg 2.774150 3.519185 5.037421 1.57 0.14 0.84 -0.111
K 1.258584 -0.640981 -7.672750 3.51 0.61 -0.83 0.949
```
Positions in Å, forces in eV/Å.

The HOMO energy is -8.13 eV. The maximum force comes out at 3.7 eV/A. The energy above the lowest of the compared OMol25 structures with the same formula, charge and spin is 0.0 kJ/mol. For the HOMO-LUMO gap, the calculation gives 1.96 eV. The energy comes out at -3283.23357 Ha. The total charge is +1.

---

# 2
The following is a quantum chemistry calculation of a cluster of 2 separate species, C11H19BN2O in total in a non-equilibrium geometry, from the Open Molecules 2025 dataset.

XYZ file:
```
34
Properties=species:S:1:pos:R:3:forces:R:3:mulliken_charge:R:1
B 0.595038 0.355065 0.575877 1.56 0.09 0.75 1.081
C 2.638646 -0.591450 -1.531963 1.10 -1.34 2.85 -0.105
C 2.306389 2.396568 0.489253 -1.59 -1.41 -0.13 -0.053
C 3.058564 -1.084581 -0.490341 -1.43 1.13 -4.39 -0.218
C -1.937120 -1.635824 0.823786 -0.80 -0.50 2.33 -1.075
C -0.298693 -1.991870 -1.060469 -3.86 1.29 0.29 -1.242
C -0.327488 1.851852 -1.804058 1.52 -0.26 0.00 -0.806
C -1.186814 2.519705 0.539193 -1.78 3.28 0.72 -1.252
C 3.323283 -1.535703 0.831120 2.14 3.46 0.01 -0.822
C 2.641400 -0.381866 1.655856 5.32 -0.13 -0.13 -0.292
C -1.281920 -0.994668 -0.354201 -0.50 0.02 -1.25 0.212
C -1.153945 1.483011 -0.605902 0.23 -0.25 2.08 0.075
N 2.961696 3.343071 0.594083 0.19 0.22 0.00 -0.617
N -0.637179 0.235460 0.036356 0.05 1.71 -0.92 0.213
O 1.343572 -0.310203 1.406208 -3.05 0.12 0.13 -0.775
H 2.198531 -0.173009 -2.387810 0.04 0.25 -0.62 0.500
H -2.589646 -0.928132 1.554873 1.13 -1.61 -2.24 0.242
H -2.474439 -2.610844 0.483345 0.79 1.75 1.01 0.336
H -1.045739 -1.854072 1.475300 -1.01 -0.51 -0.24 0.254
H 0.396175 -2.317603 -0.353723 1.14 -0.93 0.88 0.258
H 0.142424 -1.402674 -1.816880 0.66 -0.02 -1.16 0.251
H -1.043393 -2.730916 -1.407993 1.17 -0.26 -0.23 0.492
H -0.738420 1.388462 -2.750198 0.78 0.43 1.01 0.244
H -0.489124 2.921176 -1.799814 0.55 0.47 -0.92 0.433
H 0.812912 1.607463 -1.571262 -2.43 0.77 -0.90 -0.023
H -1.796174 3.462524 0.119520 0.98 -1.98 1.01 0.362
H -0.242074 3.039206 0.844118 -0.32 -1.03 -0.58 0.306
H -1.694564 2.212727 1.566955 0.81 0.18 -2.47 0.254
H 2.975101 -2.492554 0.930528 -0.75 -2.50 0.89 0.357
H 4.449076 -1.420047 0.954105 -1.33 -0.57 0.40 0.335
H 3.207728 0.534970 1.204262 -1.21 -1.03 1.44 0.131
H 2.875676 -0.569772 2.717386 -0.50 0.50 -0.31 0.251
H -2.046048 -0.617473 -1.081216 0.54 -0.83 0.30 0.328
H -2.179281 1.361736 -0.950228 -0.13 -0.50 0.38 0.365
```
Positions in Å, forces in eV/Å.

The HOMO energy is -9.55 eV. The maximum force comes out at 5.3 eV/A. The energy above the lowest of the compared OMol25 structures with the same formula, charge and spin is 320.3 kJ/mol. For the HOMO-LUMO gap, the calculation gives 9.90 eV. The energy comes out at -639.96307 Ha.

---

# 3
The following is a quantum chemistry calculation of a cluster of 2 separate species, C11H19BN2O3S3 in total in a non-equilibrium geometry, from the Open Molecules 2025 dataset.

XYZ file:
```
39
Properties=species:S:1:pos:R:3:forces:R:3:mulliken_charge:R:1
S 2.641671 0.823173 0.155263 -0.46 -0.06 -1.20 -0.174
C 1.821337 0.788068 -1.258138 -0.36 -0.47 -0.39 0.009
S 0.615490 -0.511626 -1.661557 0.81 1.13 0.01 0.003
C -0.438907 0.158531 -3.002056 -0.84 0.31 -0.90 -0.640
C -1.864079 0.653037 -2.540813 0.57 -0.08 0.55 -0.426
C -1.867393 1.564949 -1.247240 -0.69 0.26 0.09 -0.275
B -2.347839 3.076112 -1.501505 -0.59 -1.35 0.26 0.186
S -3.828051 3.524535 -2.537392 -0.14 0.55 0.42 -0.355
N 1.973757 1.808989 -2.286122 -0.19 -1.02 1.40 0.160
C 1.228636 2.954643 -2.158113 0.38 1.59 -1.98 -0.157
C 1.543018 3.743842 -3.320612 0.23 -3.11 2.26 -0.599
N 2.465246 2.989352 -4.038188 0.31 0.03 -0.66 -0.645
C 2.736582 1.821944 -3.444819 -1.88 2.32 0.53 -0.040
H 0.032975 0.972816 -3.598764 0.13 -0.65 0.69 0.258
H -0.607934 -0.686434 -3.721687 0.34 0.64 0.70 0.432
H -2.287893 1.267871 -3.373240 0.16 -0.92 0.49 0.309
H -2.475969 -0.263318 -2.344323 0.30 0.93 -0.33 0.291
H -2.623846 1.113104 -0.541578 0.69 0.46 -0.42 0.224
H -0.900375 1.596876 -0.695016 -0.63 -0.37 -0.44 -0.004
H -1.762675 3.971580 -0.990348 0.17 0.28 -0.39 -0.027
H -4.897737 2.805595 -2.078411 1.00 -0.29 -0.19 0.142
H 0.554482 3.107459 -1.301426 0.63 -0.08 -0.65 0.611
H 1.110701 4.723174 -3.571749 0.64 -0.74 -0.15 0.372
H 3.393079 1.002489 -3.769312 -0.46 0.69 0.25 0.371
C 1.322678 -4.908413 4.289760 0.19 0.17 -0.18 -1.089
C -0.040363 -4.353649 4.653599 0.13 -0.54 -0.05 -0.168
O -0.027773 -2.920920 4.701122 -0.16 0.17 -0.05 -0.378
C -0.020511 -2.303678 3.514987 0.16 -0.01 0.08 0.726
O -0.034590 -2.838577 2.435018 -0.09 0.09 0.16 -0.570
O 0.025015 -0.985139 3.733973 -0.12 -0.18 0.04 -0.370
C 0.143486 -0.204556 2.543120 0.05 0.26 -0.24 -0.441
H 2.086013 -4.524287 4.969552 -0.09 -0.10 0.09 0.292
H 1.319333 -5.998414 4.337875 -0.03 0.04 0.05 0.352
H 1.615155 -4.612275 3.281739 -0.13 -0.06 0.00 0.311
H -0.314104 -4.692462 5.652810 -0.04 0.31 0.04 0.287
H -0.814693 -4.705477 3.968734 0.09 0.17 -0.09 0.304
H -0.647059 -0.445780 1.831521 0.12 -0.13 0.00 0.263
H 1.124075 -0.357333 2.091845 -0.20 -0.11 -0.05 0.171
H 0.049062 0.844198 2.821492 0.00 -0.14 0.25 0.282
```
Positions in Å, forces in eV/Å.

The HOMO energy is -9.09 eV. The maximum force comes out at 3.8 eV/A. For the HOMO-LUMO gap, the calculation gives 8.19 eV. The energy comes out at -1985.14420 Ha.

---

# 4
The following is a quantum chemistry calculation of a cluster of 3 separate species, C11H19BN3O5 in total, from the Open Molecules 2025 dataset.

XYZ file:
```
39
Properties=species:S:1:pos:R:3:forces:R:3:mulliken_charge:R:1
N 1.382669 -2.016508 3.205017 0.47 -0.16 -0.63 -0.551
B 1.568727 -0.972965 2.216141 -0.21 -0.04 0.23 0.354
O 1.180473 0.320392 2.407057 0.51 0.03 -0.45 -0.513
C 2.242683 -1.293206 0.800074 0.01 -0.05 0.07 -0.274
N 2.409186 -2.496796 0.239063 -0.11 -0.33 0.20 0.134
C 3.006058 -2.400099 -0.982627 0.14 -0.12 -0.19 -0.312
C 3.235728 -1.079360 -1.182687 0.09 0.11 -0.40 -0.321
N 2.753832 -0.432033 -0.084798 -0.09 0.39 0.20 0.215
H 2.218755 -2.591895 3.286558 -0.13 -0.15 0.07 0.275
H 0.616446 -2.658017 3.019790 -0.23 0.19 0.39 0.308
H 1.798637 0.871498 2.902289 -0.41 0.10 0.29 0.301
H 2.104618 -3.360260 0.666091 0.00 0.05 0.00 0.244
H 3.223746 -3.249204 -1.610152 -0.09 0.06 0.08 0.440
H 3.682021 -0.571777 -2.021880 -0.04 0.00 0.09 0.438
H 2.742461 0.569532 0.056724 -0.04 -0.03 -0.04 0.236
O 0.236934 -1.803852 -4.942469 0.09 0.01 -0.01 -0.559
C -0.081828 -1.134718 -4.010002 -0.14 -0.01 -0.10 0.411
O 0.049678 -1.591995 -2.727152 0.09 0.01 0.18 -0.391
C -0.487037 -0.629637 -1.802713 0.01 0.09 0.07 0.552
C -0.450040 0.700256 -2.535201 -0.10 0.02 -0.31 -0.386
C -0.671157 0.263631 -3.984223 0.21 -0.03 0.29 -0.511
H -1.499100 -0.928878 -1.526204 -0.02 0.01 -0.01 0.260
H 0.133818 -0.625076 -0.907078 -0.04 -0.10 0.02 -0.491
H -1.174481 1.407772 -2.148866 -0.01 -0.01 -0.02 0.270
H 0.538300 1.153878 -2.436876 -0.01 0.03 0.04 0.270
H -1.729280 0.192016 -4.240396 0.00 0.01 -0.04 0.274
H -0.170626 0.893022 -4.713974 -0.08 -0.04 -0.11 0.351
O -0.753361 2.527769 -0.035250 0.15 -0.05 0.14 -0.598
C -1.548552 2.209348 0.803192 -0.05 0.15 -0.05 0.615
O -2.309637 1.099160 0.670214 -0.01 -0.11 0.04 -0.351
C -3.255359 1.005501 1.758449 -0.04 0.03 0.08 -0.491
C -2.648373 1.840687 2.880734 0.07 0.05 -0.06 -0.405
C -1.896061 2.916247 2.096667 -0.05 -0.28 0.11 -0.531
H -4.210568 1.402223 1.412256 0.00 0.02 0.00 0.280
H -3.380576 -0.043720 2.011345 0.03 -0.03 -0.06 0.326
H -3.394169 2.227950 3.570043 -0.04 0.02 -0.04 0.344
H -1.941211 1.236836 3.450722 -0.01 -0.01 0.01 0.191
H -2.529188 3.771154 1.853457 0.03 0.04 0.00 0.307
H -0.994164 3.271124 2.586666 0.00 0.12 -0.06 0.291
```
Positions in Å, forces in eV/Å.

The HOMO energy is -12.43 eV. The maximum force comes out at 0.8 eV/A. For the HOMO-LUMO gap, the calculation gives 8.26 eV. The energy comes out at -995.76249 Ha. The total charge is +1.